# 1
20
Properties=species:S:1:pos:R:3 method="wB97M-V/def2-TZVPD" homo_energy_ev=-7.9195 fmax_ev_per_a=3.1
C -0.752 -1.790 -0.427
C -1.131 -0.415 0.123
C -0.089 0.727 0.121
C -0.101 1.609 -0.906
N -0.834 1.433 -2.150
C 0.870 0.732 1.269
C 1.561 -0.645 1.314
H -0.336 -1.765 -1.409
H -1.434 -2.624 -0.385
H 0.222 -1.979 0.048
H -1.597 -0.550 1.124
H -1.838 0.134 -0.528
H 0.563 2.511 -0.968
H -1.360 0.659 -2.415
H -1.184 2.276 -2.572
H 0.448 0.766 2.318
H 1.646 1.615 1.251
H 2.356 -0.694 0.408
H 2.243 -0.601 2.204
H 0.745 -1.401 1.578

=====

# 2
13
Properties=species:S:1:pos:R:3 method="wB97M-V/def2-TZVPD" homo_energy_ev="-10.1255 / -9.6250" fmax_ev_per_a=5.0
C 0.348 0.048 1.248
C 1.201 0.666 0.099
O -0.736 -1.383 -1.706
O -2.290 0.433 -2.500
O -0.313 -1.111 0.903
O 0.456 1.509 -0.613
S -1.345 -0.090 -1.520
H -0.289 0.850 1.667
H 1.260 -0.124 2.067
H 1.687 -0.099 -0.490
H 1.885 1.266 0.577
H 0.225 -1.757 0.442
H -2.089 -0.209 -0.173

=====

# 3
18
Properties=species:S:1:pos:R:3 method="wB97M-V/def2-TZVPD" homo_energy_ev=-9.3409 fmax_ev_per_a=1.1
C 1.041 -0.748 1.603
C 2.054 -0.264 0.585
S 1.471 -0.483 -1.158
H 0.611 -1.695 1.286
H 0.225 -0.039 1.750
H 1.544 -0.879 2.565
H 2.203 0.802 0.659
H 2.999 -0.782 0.634
H 0.771 -1.609 -0.968
O -2.263 0.963 0.052
H -2.964 1.552 0.344
H -1.538 1.570 -0.172
O 0.012 2.349 -1.085
H -0.289 2.723 -1.918
H 0.299 1.439 -1.320
O -1.915 -1.846 -0.701
H -1.842 -0.887 -0.700
H -2.418 -2.166 -1.458

=====

# 4
34
Properties=species:S:1:pos:R:3 method="wB97M-V/def2-TZVPD" homo_energy_ev=-8.1275 fmax_ev_per_a=5.0
C -1.529 1.275 3.029
C -0.862 1.116 1.686
C -1.758 0.674 0.536
C -1.019 0.307 -0.592
C -1.670 -0.158 -1.742
C -3.039 -0.339 -1.716
O -3.812 -0.704 -2.794
C -3.822 0.149 -0.638
C -3.144 0.549 0.482
H -1.969 2.269 3.243
H -0.753 1.125 3.788
H -2.373 0.634 3.302
H -0.475 2.091 1.410
H -0.079 0.348 1.665
H 0.043 0.494 -0.551
H -1.079 -0.094 -2.695
H -3.251 -0.924 -3.560
H -4.883 0.313 -0.774
H -3.600 0.978 1.371
C 3.728 1.559 -0.854
C 3.286 0.274 -0.282
C 3.245 0.185 1.115
C 2.815 -0.939 1.803
C 2.291 -2.048 1.029
C 2.493 -1.903 -0.352
C 2.972 -0.836 -1.057
H 4.090 2.325 -0.151
H 2.850 2.105 -1.302
H 4.554 1.494 -1.546
H 3.685 1.040 1.646
H 2.827 -1.101 2.861
H 1.787 -2.897 1.443
H 2.212 -2.946 -0.677
H 3.213 -0.645 -2.087

=====

Going through the records in order, we get energy above the lowest of the compared OMol25 structures with the same formula, charge and spin values of 44.1 102.5 1.9 40.7 kcal/mol.